{"formula": "BrPd", "method": "ωB97M-V/def2-TZVPD", "orbital_gap_ev": [7.5, 5.7], "multiplicity": 3, "de_lowest_ev": 1.213, "e_tot_ha": -2701.46778, "mol_weight_g_mol": 186.32, "charge": 1, "elements": ["Pd", "Br"], "positions_angstrom": [[-8.92664, 20.05168, 17.28433], [-7.05665, 20.23733, 21.05725]], "atomic_forces_ev_per_a": [[0.097, 0.010, 0.196], [-0.097, -0.010, -0.196]]}